Density functional theory data (ωB97M-V/def2-TZVPD) for an isolated molecule of C9H8BrClN2OS in a non-equilibrium geometry.

The geometry in XYZ format:
```
23
Properties=species:S:1:pos:R:3:mulliken_charge:R:1
C -3.449 0.543 -0.192 -0.2302
C -1.560 -0.947 0.152 0.0141
C -0.133 2.272 0.223 -0.8914
C -2.889 -0.751 -0.040 -0.2678
C -2.623 1.625 -0.114 0.4341
C 1.582 -0.926 0.556 -1.2336
C 2.465 -1.743 -0.552 -0.5494
C -1.238 1.449 0.111 0.2020
C 0.599 0.268 0.388 0.4994
N 0.974 1.527 0.384 -0.4667
N -0.740 0.142 0.217 0.1275
O 4.335 0.118 -0.323 -0.4874
S 3.470 -0.599 -1.530 0.0441
Cl -3.214 3.222 -0.306 -0.2065
Br -4.043 -2.257 -0.118 -0.1963
H -4.508 0.657 -0.362 0.4888
H -1.118 -1.925 0.261 0.4239
H -0.093 3.342 0.195 0.4212
H 2.342 -0.539 1.239 0.4139
H 1.030 -1.706 1.089 0.4154
H 3.101 -2.418 0.009 0.3488
H 1.832 -2.271 -1.258 0.3431
H 3.880 0.919 -0.030 0.3531
```

For the HOMO energy, the calculation gives -8.13 eV. The value obtained for the orbital gap is 8.22 eV. The structure (SMILES) is OSCCc1ncc2c(Cl)cc(Br)cn12.

Density functional theory data (ωB97M-V/def2-TZVPD) for a cluster of 2 separate species, C9H8BrFO2S in total in a non-equilibrium geometry.

The geometry in XYZ format:
```
22
Properties=species:S:1:pos:R:3:mulliken_charge:R:1
C -2.066 -1.188 -2.404 -0.3670
C -1.008 -0.361 -2.715 -0.7755
C -2.341 -1.556 -1.026 -0.6411
C -0.168 0.070 -1.668 -0.3148
C -1.463 -1.149 -0.032 -0.2608
C -0.331 -0.323 -0.319 0.4048
C 2.339 2.090 1.117 -0.9678
C 1.392 1.397 0.387 -0.2731
C 0.652 0.233 0.592 0.5424
O 0.311 -1.697 2.541 -0.5736
O 1.529 0.216 3.251 -0.5389
F 2.576 -1.156 1.583 -0.3188
S 1.078 -0.586 2.161 1.2308
Br -1.115 1.912 2.976 0.0018
H -2.747 -1.524 -3.106 0.4428
H -0.691 -0.068 -3.682 0.4153
H -3.293 -2.032 -0.780 0.3616
H 0.798 0.391 -2.033 0.3791
H -1.863 -1.189 0.942 0.3641
H 2.917 2.871 0.658 0.3126
H 2.436 1.717 2.159 0.3074
H 1.060 1.931 -0.603 0.2687
```

The energy relative to the best compared isomer or geometry (same formula, charge and spin) comes out at 323.07 kJ/mol. For the HOMO energy (spin up / spin down), the calculation gives -9.76 / -8.36 eV. The value obtained for the orbital gap (spin up / spin down) is 7.66 / 4.85 eV.

Density functional theory data (ωB97M-V/def2-TZVPD) for the ion C9H8Cl2NO2S2 with charge -1 in a non-equilibrium geometry.

The geometry in XYZ format:
```
24
Properties=species:S:1:pos:R:3:mulliken_charge:R:1
C -2.084 1.471 2.191 -0.9713
N -1.436 0.199 2.420 -0.0063
C -2.338 -0.873 2.817 -0.9219
C -0.191 -0.094 1.940 0.4776
S 0.566 0.912 0.724 -0.2358
S 0.543 -1.512 2.414 -0.4702
H -1.354 2.271 2.253 0.3227
H -2.575 1.505 1.221 0.3301
H -2.854 1.590 2.953 0.3262
H -1.728 -1.715 3.141 0.3025
H -2.982 -0.536 3.623 0.3079
H -2.997 -1.195 2.004 0.3071
Cl 4.692 -0.198 -2.810 -0.2063
C 2.997 -0.132 -2.568 0.2783
C 2.168 0.165 -3.592 -0.4347
C 0.702 0.181 -3.378 0.1558
O -0.067 0.446 -4.320 -0.7370
C 0.209 -0.133 -1.999 0.2157
Cl -1.480 -0.014 -1.811 -0.2303
C 1.028 -0.371 -0.862 0.0371
C 2.526 -0.399 -1.160 0.1619
O 3.359 -0.627 -0.309 -0.6063
H 2.560 0.345 -4.598 0.4027
H 0.736 -1.286 -0.292 0.1943
```

Its charge is -1. For the HOMO energy, the calculation gives -3.63 eV. The value obtained for the orbital gap is 5.84 eV. The structure (SMILES) is CN(C)C(=S)S[C@@H]1C(=O)C(Cl)=CC([O-])=C1Cl.

Density functional theory data (ωB97M-V/def2-TZVPD) for an isolated molecule of C9H8FNO2 in a non-equilibrium geometry.

The geometry in XYZ format:
```
21
Properties=species:S:1:pos:R:3:mulliken_charge:R:1
C 1.330 -0.878 2.294 -0.3729
C 1.272 0.482 2.473 -0.5134
C 0.875 -1.561 1.241 -0.9356
C 0.580 1.224 1.521 -0.9144
C 0.215 -0.836 0.203 1.1167
C 0.193 0.485 0.448 0.4024
C -0.492 -1.336 -1.052 -0.9542
C -0.335 -0.301 -2.213 -0.4915
C -0.495 1.133 -1.708 0.1360
N -1.778 1.503 -1.116 1.0311
O -1.856 2.636 -0.677 -0.6044
O -2.625 0.616 -1.044 -0.6003
F 0.405 2.008 -2.031 -0.2646
H 1.617 -1.320 3.191 0.3627
H 1.455 0.940 3.404 0.3803
H 0.899 -2.604 1.230 0.4575
H 0.658 2.264 1.711 0.4187
H -0.138 -2.360 -1.337 0.3935
H -1.526 -1.386 -0.920 0.3506
H 0.785 -0.287 -2.550 0.2980
H -1.040 -0.423 -3.067 0.3040
```

The energy relative to the best compared isomer or geometry (same formula, charge and spin) comes out at 661.95 kJ/mol. For the HOMO energy (spin up / spin down), the calculation gives -8.83 / -8.83 eV. The value obtained for the orbital gap (spin up / spin down) is 8.10 / 8.09 eV.

Density functional theory data (ωB97M-V/def2-TZVPD) for a cluster of 2 separate species, C9H8FNO2S in total in a non-equilibrium geometry.

The geometry in XYZ format:
```
22
Properties=species:S:1:pos:R:3:mulliken_charge:R:1
C 3.531 1.193 -0.319 -0.5634
C 3.715 -0.121 0.026 -0.2813
C 2.207 1.664 -0.275 -0.4869
C 2.667 -0.942 0.369 -0.4974
C 1.120 0.862 0.046 -0.5176
C 1.333 -0.522 0.416 1.1854
C -4.499 0.716 0.106 0.1954
C 0.247 -1.439 0.745 -0.4563
C -1.442 -1.393 -0.500 0.1004
N -3.657 -0.092 -0.328 -0.2292
O -4.371 1.987 0.635 -0.4708
O -2.444 -2.193 -0.669 -0.3612
F 0.524 -2.742 0.497 -0.2236
S -2.029 0.209 -0.238 -0.0635
H 4.304 1.768 -0.860 0.3199
H 4.742 -0.487 0.096 0.3283
H 2.117 2.703 -0.479 0.3854
H 2.927 -1.864 0.842 0.3291
H 0.110 1.214 0.212 0.2850
H -5.560 0.379 -0.038 0.3098
H -2.126 -3.106 -1.102 0.4224
H -3.416 2.208 0.817 0.2902
```

The energy relative to the best compared isomer or geometry (same formula, charge and spin) comes out at 335.42 kJ/mol. For the HOMO energy (spin up / spin down), the calculation gives -7.24 / -7.23 eV. The value obtained for the orbital gap (spin up / spin down) is 6.81 / 6.79 eV.

Density functional theory data (ωB97M-V/def2-TZVPD) for a structure of composition C9H8N2 in a non-equilibrium geometry.

The geometry in XYZ format:
```
19
Properties=species:S:1:pos:R:3:mulliken_charge:R:1
C -1.995 -0.022 0.003 0.6517
C -1.740 1.354 -0.234 -0.2856
C 0.474 0.871 -0.064 0.0645
C 1.737 1.432 0.036 -0.1217
C 2.803 0.674 0.188 -0.5980
C 2.779 -0.849 -0.031 -0.3395
C 1.503 -1.433 -0.134 -0.5355
C 0.317 -0.582 -0.147 0.8575
C -0.996 -1.032 -0.054 -0.5797
H -3.540 -1.292 0.942 0.2722
H -4.125 0.255 -0.462 0.2629
H -2.735 1.951 -0.053 0.1800
H 1.868 2.455 0.283 0.4101
H 3.742 1.128 -0.023 0.3626
H 3.792 -1.419 -0.122 0.2937
H 1.169 -2.563 -0.576 0.1701
H -1.318 -2.182 0.437 0.0567
N -3.208 -0.560 0.082 -0.5765
N -0.526 1.812 -0.068 -0.5451
```

The energy relative to the best compared isomer or geometry (same formula, charge and spin) comes out at 486.64 kJ/mol. For the HOMO energy, the calculation gives -7.67 eV. The value obtained for the orbital gap is 7.92 eV.